# 1
A 9-piece molecular cluster, C7H25NO8 overall at a distorted geometry. Source: the Open Molecules 2025 dataset; level of theory: wB97M-V/def2-TZVPD.

Cartesian coordinates (Å):
C1 0.57 -3.17 -2.55
C2 0.20 -2.42 -1.35
C3 -0.85 -1.58 -1.24
C4 -1.11 -0.94 0.05
C5 -0.07 -0.27 0.84
C6 -0.78 0.48 1.78
N1 -2.09 0.14 1.73
C7 -2.30 -0.67 0.68
H1 -0.29 -3.78 -2.83
H2 0.79 -2.63 -3.44
H3 1.42 -3.86 -2.32
H4 0.71 -2.66 -0.42
H5 -1.64 -1.50 -1.97
H6 0.88 -0.19 0.33
H7 -0.29 1.01 2.56
H8 -2.77 0.37 2.42
H9 -3.19 -1.23 0.52
O1 -0.36 -2.12 3.50
H10 -0.95 -1.34 3.30
H11 -0.94 -2.84 3.24
O2 3.48 -0.66 -0.30
H12 3.32 -0.71 0.67
H13 2.90 -1.35 -0.63
O3 -0.69 3.15 1.46
H14 0.10 3.45 1.96
H15 -0.39 2.86 0.59
O4 0.98 1.60 -1.76
H16 1.43 1.67 -2.63
H17 0.09 1.90 -2.07
O5 2.48 -2.15 2.29
H18 2.19 -1.75 3.11
H19 1.71 -2.36 1.74
O6 2.14 2.97 0.48
H20 2.08 2.14 -0.04
H21 2.94 3.43 0.24
O7 -1.74 0.96 -3.84
H22 -1.50 0.91 -2.91
H23 -1.03 0.47 -4.30
O8 -1.67 2.83 -1.39
H24 -1.57 2.34 -0.56
H25 -2.17 3.63 -1.22

Values from the calculation:
Lowest unoccupied orbital energy: 0.34 eV
Multiplicity: 1
Max |F|: 2.94 eV Å⁻¹
Energy: -25533.362 eV
Structure (SMILES): C/C=C/c1cc[nH]c1.O.O.O.O.O.O.O.O



# 2
CBrCl3S as an isolated structure at a distorted geometry. Source: the Open Molecules 2025 dataset; level of theory: wB97M-V/def2-TZVPD.

Cartesian coordinates (Å):
C1 -0.77 1.36 0.41
S1 0.71 -2.04 -1.03
Cl1 -0.43 1.44 2.18
Cl2 0.36 0.53 -0.61
Cl3 2.68 -2.36 -1.03
Br1 -2.55 1.07 0.07

Values from the calculation:
Lowest unoccupied orbital energy (spin up / spin down): -1.37 / -2.04 eV
Multiplicity: 1
Max |F|: 1.94 eV Å⁻¹
Energy: -119478.641 eV



# 3
A 3-piece molecular cluster, C3H9NO overall at a distorted geometry. Source: the Open Molecules 2025 dataset; level of theory: wB97M-V/def2-TZVPD.

Cartesian coordinates (Å):
H1 5.74 0.36 1.20
H2 5.41 -0.25 1.07
C1 -3.38 0.56 -0.16
C2 -2.32 -0.50 -0.50
O1 -1.38 -0.84 0.17
H3 -3.88 0.54 0.86
H4 -2.93 1.53 -0.35
H5 -4.19 0.15 -0.86
H6 -2.32 -0.90 -1.50
C3 2.04 -0.51 -0.05
N1 1.20 0.45 -0.17
H7 2.70 -0.73 0.76
H8 2.20 -0.98 -1.05
H9 1.09 1.14 0.59

Values from the calculation:
Lowest unoccupied orbital energy: 1.15 eV
Multiplicity: 1
Max |F|: 3.21 eV Å⁻¹
Energy: -6791.498 eV
Structure (SMILES): [H][H].CC=O.C=N



# 4
A 3-piece molecular cluster, C4H15NO2 overall. Source: the Open Molecules 2025 dataset; level of theory: wB97M-V/def2-TZVPD.

Cartesian coordinates (Å):
C1 0.20 -1.13 -0.48
C2 0.02 -0.17 0.67
N1 -0.12 1.23 0.28
C3 -0.48 2.01 1.45
C4 -1.17 1.44 -0.73
H1 1.06 -0.85 -1.09
H2 -0.69 -1.07 -1.09
H3 0.40 -2.14 -0.14
H4 -0.82 -0.53 1.31
H5 0.84 -0.20 1.36
H6 -1.51 1.80 1.78
H7 0.23 1.85 2.27
H8 -0.49 3.07 1.21
H9 -2.11 0.97 -0.39
H10 -0.86 0.98 -1.67
H11 -1.33 2.50 -0.84
O1 -0.04 -4.85 -0.60
H12 0.07 -5.43 0.16
H13 -0.16 -5.53 -1.29
O2 2.45 2.40 -0.70
H14 2.68 1.75 -1.37
H15 1.84 1.89 -0.14

Values from the calculation:
Lowest unoccupied orbital energy: 0.68 eV
Multiplicity: 1
Max |F|: 0.90 eV Å⁻¹
Energy: -9975.927 eV
Structure (SMILES): CCN(C)C.O.O



# 5
An isolated ion of composition C5H12N and charge +1 at a distorted geometry. Source: the Open Molecules 2025 dataset; level of theory: wB97M-V/def2-TZVPD.

Cartesian coordinates (Å):
C1 -1.68 -2.20 0.98
C2 -1.17 -1.18 0.29
C3 0.29 -0.88 0.30
C4 0.53 0.60 0.70
C5 0.29 1.62 -0.35
N1 1.26 1.51 -1.52
H1 -1.11 -3.00 1.44
H2 -2.74 -2.44 0.87
H3 -1.83 -0.43 -0.13
H4 0.67 -1.20 -0.69
H5 0.87 -1.48 1.00
H6 -0.07 0.87 1.58
H7 1.52 0.73 1.15
H8 -0.72 1.81 -0.71
H9 0.54 2.59 0.11
H10 2.12 1.01 -1.28
H11 1.52 2.44 -1.83
H12 0.76 1.07 -2.29

Values from the calculation:
Lowest unoccupied orbital energy: -3.81 eV
Multiplicity: 1
Max |F|: 2.42 eV Å⁻¹
Energy: -6862.044 eV
Structure (SMILES): C=CCCC[NH3+]
Total charge: +1



# 6
One molecule with the formula C4H5F at a distorted geometry. Source: the Open Molecules 2025 dataset; level of theory: wB97M-V/def2-TZVPD.

Cartesian coordinates (Å):
C1 2.31 0.10 -0.10
C2 1.14 -0.08 0.13
C3 -0.36 -0.07 0.45
C4 -1.22 1.12 -0.07
F1 -1.09 -1.19 -0.24
H1 3.23 0.37 -0.66
H2 -0.40 -0.32 1.52
H3 -1.92 0.58 -0.48
H4 -0.94 1.58 -1.07
H5 -1.45 2.11 0.43

Values from the calculation:
Lowest unoccupied orbital energy: 1.03 eV
Multiplicity: 1
Max |F|: 5.55 eV Å⁻¹
Energy: -6942.881 eV
Structure (SMILES): C#C[C@@H](C)F



# 7
A 19-piece molecular cluster, H37O19 overall at a distorted geometry. Source: the Open Molecules 2025 dataset; level of theory: wB97M-V/def2-TZVPD.

Cartesian coordinates (Å):
O1 -1.73 -1.27 -1.29
H1 -2.20 -3.09 -1.28
H2 -1.57 -1.29 -0.32
O2 0.11 -4.21 1.57
H3 -1.29 2.64 3.53
H4 -0.23 -4.69 0.80
O3 1.59 0.95 0.30
H5 -1.19 1.15 -2.03
H6 -1.79 -2.14 3.35
O4 1.99 2.20 -2.41
H7 1.45 1.39 -2.52
H8 1.85 2.94 -2.98
O5 0.88 -2.76 -3.81
H9 3.66 2.09 2.11
H10 1.81 -2.59 -3.75
O6 -0.95 1.08 -0.70
H11 1.32 -0.94 -1.40
H12 -1.74 1.59 -0.50
O7 -2.38 -2.56 2.70
H13 -0.57 2.29 0.49
H14 -3.18 -2.06 2.54
O8 -0.13 2.89 1.12
H15 2.53 -1.79 1.75
O9 2.25 0.14 -4.63
H16 0.35 -0.03 -2.09
H17 2.57 -0.69 -4.28
O10 -1.07 1.26 -3.15
H18 0.07 2.56 3.90
H19 -1.15 0.37 -3.56
O11 -0.64 -0.69 4.26
H20 0.29 -0.87 4.18
H21 -1.00 0.18 4.33
O12 -0.77 2.63 4.35
H22 0.56 0.91 -0.02
H23 3.18 -0.32 0.38
O13 1.30 -0.28 -2.16
H24 4.46 -0.20 -0.38
H25 0.75 2.56 1.31
O14 1.61 -1.49 1.87
H26 1.91 1.30 -0.55
H27 2.73 0.70 -3.97
O15 -2.08 4.55 1.13
H28 -2.42 3.93 0.48
H29 -1.41 3.99 1.57
O16 4.09 -0.08 0.54
H30 0.46 -1.92 -3.56
H31 -1.35 -0.38 -1.54
O17 2.92 2.65 1.96
H32 1.69 -0.57 1.55
H33 2.31 2.10 1.42
O18 -2.88 -3.70 -1.02
H34 -3.01 -3.40 -0.11
H35 -0.61 -3.61 1.79
O19 -4.51 -1.07 -0.05
H36 -4.08 -1.83 -0.45
H37 -4.76 -0.53 -0.80

Values from the calculation:
Lowest unoccupied orbital energy: 2.11 eV
Multiplicity: 1
Max |F|: 3.12 eV Å⁻¹
Energy: -39505.088 eV
Total charge: -1



# 8
One molecule with the formula C2H3BrClN at a distorted geometry. Source: the Open Molecules 2025 dataset; level of theory: wB97M-V/def2-TZVPD.

Cartesian coordinates (Å):
Cl1 -1.67 0.54 1.52
C1 -0.38 0.54 0.37
Br1 0.68 2.15 0.32
C2 0.36 -0.72 0.05
N1 -0.56 -0.30 -1.02
H1 1.41 -0.65 0.01
H2 0.05 -1.62 0.41
H3 0.11 0.07 -1.66

Values from the calculation:
Lowest unoccupied orbital energy: 0.57 eV
Multiplicity: 1
Max |F|: 3.44 eV Å⁻¹
Energy: -86175.635 eV
Structure (SMILES): Cl[C@@]1(Br)CN1



ΔE to the lowest compared entry with this formula, charge and spin, respectively: 44.7, 56.9, 82.1, 26.7, 34.9, 53.9, 73.6, 18.7 kcal/mol.